Entry 1:
DFT (ωB97M-V with the def2-TZVPD basis set) results for a 2-piece molecular cluster, C17H19N overall at a distorted geometry.

Structure (XYZ):
```
37
Properties=species:S:1:pos:R:3:forces:R:3
C 1.364596 2.953752 0.249709 -0.3 1.4 1.1
C 1.945858 2.380544 -0.977986 -0.8 -4.3 -0.9
C 2.978384 2.650604 -1.814509 -0.3 1.7 1.7
N 3.286314 1.668953 -2.718708 -0.6 -0.4 0.9
C 2.422255 0.614442 -2.474380 0.0 0.6 0.8
C 2.457996 -0.639653 -3.019703 -2.3 -0.8 0.2
C 1.296857 -1.396298 -2.763561 0.6 -1.2 -1.2
C 0.317631 -1.047483 -1.875238 -0.2 0.9 1.1
C 0.494196 0.090619 -1.070483 -0.1 0.3 -0.5
C 1.483012 0.982574 -1.414316 2.6 1.4 -1.3
H 1.221404 4.043711 0.148781 -0.3 -0.4 0.1
H 1.915674 2.862068 1.199432 0.7 -0.2 -0.6
H 0.431323 2.456631 0.565186 0.0 0.4 -0.8
H 3.529924 3.549151 -1.601870 0.6 0.1 -0.9
H 3.952946 1.702576 -3.465596 0.0 0.1 0.1
H 3.146986 -1.111599 -3.677234 0.8 0.4 -0.5
H 1.154503 -2.318582 -3.353651 0.2 0.4 0.4
H -0.603310 -1.599787 -1.779184 0.1 -0.4 0.1
H -0.153395 0.340833 -0.252975 -0.4 -0.1 0.1
C -2.450444 -3.337436 1.651790 1.1 0.2 0.8
C -1.931347 -2.412692 0.524770 -1.3 -0.6 1.1
C -1.699360 -1.084601 1.233359 0.8 -1.5 -1.9
C -2.631954 -0.084706 0.981090 0.6 0.5 0.3
C -2.406837 1.105341 1.630037 0.1 0.9 0.3
C -1.312872 1.324746 2.452538 0.3 -0.5 1.3
C -0.476176 0.279820 2.857057 -2.0 -0.5 -1.4
C -0.639092 -0.951659 2.115617 1.2 2.5 2.1
H -1.575305 -3.750072 2.220009 -0.9 0.0 -0.4
H -3.113991 -4.086221 1.281109 -0.1 -1.0 -0.3
H -3.044479 -2.761834 2.369486 0.1 0.0 -0.1
H -1.133320 -2.915042 -0.012125 0.5 0.4 0.2
H -2.781143 -2.383630 -0.163591 0.2 0.6 -0.2
H -3.402177 -0.179787 0.211313 0.1 -0.2 0.6
H -3.082961 1.934554 1.661067 -0.5 0.3 -0.8
H -1.210349 2.299312 2.916079 -0.1 0.0 0.1
H 0.016317 0.392840 3.826490 0.8 -0.2 -0.8
H 0.232336 -1.571989 2.340190 -0.9 -1.0 -0.6
```
Positions in Å, forces in eV/Å.

Computed properties:
SMILES string: Cc1c[nH]c2ccccc12.CCc1ccccc1
E_LUMO in eV: 0.95
Relative energy (zero: lowest compared OMol25 entry of this formula, charge and spin) in kJ/mol: 201.7
E in eV: -19425.812

=====

Entry 2:
DFT (ωB97M-V with the def2-TZVPD basis set) results for a single C17H19N3O3 molecule.

Structure (XYZ):
```
42
Properties=species:S:1:pos:R:3:forces:R:3
C -1.072777 -1.346299 1.840772 -0.2 0.0 0.3
O -0.275785 -1.327476 0.677955 0.5 0.0 -0.3
C 1.094356 -1.320303 0.809862 0.2 -0.1 -0.1
C 1.734165 -1.435949 2.036360 -0.3 -0.1 0.1
C 3.115258 -1.401277 2.117045 0.0 0.0 -0.1
C 3.879402 -1.239723 0.976598 0.1 0.0 0.1
C 3.247451 -1.116919 -0.244649 -0.1 0.0 0.0
C 1.861833 -1.167657 -0.356423 0.1 0.1 0.3
C 1.314252 -0.983751 -1.736367 -0.2 -0.2 0.1
O 1.934793 -0.380315 -2.591542 0.1 0.1 -0.2
N 0.107841 -1.545637 -1.988559 -0.2 -0.2 0.0
C -0.532236 -1.399979 -3.278799 0.2 0.4 -0.4
C -1.188475 -0.027458 -3.473002 -0.1 -0.3 0.2
C -2.281840 0.276131 -2.446928 0.0 0.2 -0.3
N -1.726052 0.656635 -1.169646 0.2 -0.3 0.0
C -2.006682 1.826503 -0.559593 0.1 -0.2 0.1
O -2.837364 2.620738 -0.954199 -0.2 0.3 0.0
C -1.213981 2.035760 0.692534 0.1 0.2 0.3
C -1.835636 2.523625 1.837623 0.1 -0.1 -0.1
C -1.086234 2.685179 2.990498 0.0 -0.1 -0.1
C 0.260169 2.351752 2.948697 -0.1 0.1 0.2
N 0.869155 1.925471 1.854946 0.5 0.0 0.1
C 0.155810 1.783626 0.753381 -0.4 0.0 -0.2
H -2.101026 -1.256201 1.492346 0.0 0.0 0.1
H -0.840645 -0.504927 2.499039 0.0 0.0 0.0
H -0.957191 -2.286044 2.388558 0.0 0.0 0.0
H 1.161728 -1.548612 2.942796 -0.1 0.0 0.1
H 3.588167 -1.494055 3.083015 0.0 0.0 0.1
H 4.955552 -1.201915 1.039062 0.1 0.0 0.0
H 3.812883 -0.969813 -1.152435 0.0 0.0 -0.1
H -0.374976 -2.041123 -1.258304 0.2 0.0 0.0
H 0.236955 -1.523595 -4.047306 -0.2 -0.1 0.0
H -1.274172 -2.194265 -3.382946 0.0 0.0 0.0
H -0.416601 0.740895 -3.414514 0.0 0.0 -0.1
H -1.621421 0.001047 -4.473481 0.0 0.0 -0.1
H -2.892380 1.120073 -2.778157 0.0 -0.2 0.0
H -2.933359 -0.598276 -2.323245 0.0 0.1 0.0
H -1.037185 0.040794 -0.763701 -0.1 0.1 0.1
H -2.888688 2.762347 1.808248 -0.1 0.0 0.0
H -1.534110 3.056895 3.899040 0.0 0.0 0.1
H 0.887867 2.436324 3.826371 0.0 0.1 0.1
H 0.711179 1.467775 -0.120953 0.0 -0.1 -0.2
```
Positions in Å, forces in eV/Å.

Computed properties:
SMILES string: COc1ccccc1C(=O)NCCCNC(=O)c1cccnc1
E_LUMO in eV: 0.53
Relative energy (zero: lowest compared OMol25 entry of this formula, charge and spin) in kJ/mol: 35.0
E in eV: -28551.132

=====

Entry 3:
DFT (ωB97M-V with the def2-TZVPD basis set) results for a single C17H19N3O3S molecule at a distorted geometry.

Structure (XYZ):
```
43
Properties=species:S:1:pos:R:3:forces:R:3
C -4.216945 0.807366 -1.043468 -0.3 -0.1 0.0
O -2.835687 0.863297 -1.304313 0.5 0.2 0.1
C -2.107704 1.875844 -0.725489 0.1 0.0 0.0
C -2.656110 2.990558 -0.120242 -0.2 -0.2 -0.1
C -1.829743 3.969396 0.414265 0.1 0.1 0.1
C -0.459005 3.835277 0.339940 -0.2 0.1 0.1
C 0.105189 2.719659 -0.258615 0.1 0.0 0.0
C -0.704679 1.727263 -0.784778 -0.1 0.3 0.1
N -0.275678 0.539179 -1.379393 -0.5 -0.7 -0.4
C 0.904637 -0.110906 -1.342448 0.4 0.2 -0.3
S 2.324917 0.576120 -0.832565 0.5 0.3 0.2
N 0.919432 -1.395535 -1.844443 -0.2 0.1 -0.2
C 1.887236 -2.319833 -1.289186 0.4 -0.2 0.0
C 1.207292 -3.120700 -0.141956 0.3 -0.1 0.0
N -0.067303 -2.517730 0.175635 -0.2 -0.2 0.0
C -0.266875 -1.457476 1.019876 -0.3 -0.4 0.0
O -1.345564 -0.879310 1.043551 0.1 0.2 0.2
C 0.802847 -0.983951 1.901998 -0.3 1.3 0.7
C 0.797089 0.233625 2.540900 -0.2 -0.8 -0.4
C 2.023617 0.328472 3.225690 0.3 -0.4 0.0
C 2.686244 -0.832619 2.964204 0.1 0.7 0.4
O 1.962712 -1.630105 2.168856 0.0 -0.4 -0.2
C -0.995718 -2.639304 -0.931637 -0.3 0.0 0.1
C -0.287212 -2.111377 -2.211125 -0.1 0.0 0.0
H -4.565467 -0.122568 -1.491531 0.0 0.1 0.0
H -4.413570 0.788648 0.031797 0.0 0.0 0.0
H -4.747392 1.647439 -1.503190 0.0 0.0 0.0
H -3.725982 3.110208 -0.056373 -0.1 0.0 0.0
H -2.271358 4.834498 0.885402 0.0 0.1 0.0
H 0.186102 4.596588 0.750567 0.1 0.1 0.0
H 1.175109 2.617430 -0.302719 -0.1 0.0 0.0
H -1.089713 -0.004891 -1.638411 0.2 -0.1 0.0
H 2.733689 -1.742155 -0.917358 -0.1 -0.2 -0.1
H 2.236639 -2.988327 -2.079799 0.0 0.0 0.0
H 1.003385 -4.147775 -0.460546 0.0 0.1 0.1
H 1.842838 -3.155711 0.737511 -0.1 -0.1 -0.2
H 0.011616 0.959130 2.491751 -0.2 0.1 -0.1
H 2.368543 1.146852 3.822588 0.1 0.1 0.1
H 3.647066 -1.195862 3.272635 0.1 -0.1 0.0
H -1.285798 -3.686663 -1.050118 0.0 0.1 0.0
H -1.879566 -2.049880 -0.681124 0.1 -0.1 -0.1
H -0.947883 -1.491610 -2.818530 0.0 -0.1 0.0
H 0.034839 -2.948309 -2.837564 -0.1 0.1 0.0
```
Positions in Å, forces in eV/Å.

Computed properties:
SMILES string: COc1ccccc1NC(=S)N1CCN(C(=O)c2ccco2)CC1
E_LUMO in eV: 0.69
Relative energy (zero: lowest compared OMol25 entry of this formula, charge and spin) in kJ/mol: 201.6
E in eV: -39384.700

=====

Entry 4:
DFT (ωB97M-V with the def2-TZVPD basis set) results for a single C17H19N3O3S molecule at a distorted geometry.

Structure (XYZ):
```
43
Properties=species:S:1:pos:R:3:forces:R:3
C -3.823424 -1.879004 1.720484 2.7 -1.3 1.7
N -2.804059 -1.537386 0.583286 -5.2 1.2 1.7
C -3.282512 -0.825178 -0.528984 -5.3 4.9 -0.4
O -4.473006 -0.117415 -0.729182 6.0 -4.5 1.4
N -2.244158 -0.633765 -1.399549 1.1 -1.0 1.0
C -2.258759 0.159393 -2.648581 10.8 -3.3 4.0
C -1.164642 -1.293349 -0.828317 -2.2 -0.7 4.0
C 0.087940 -1.598392 -0.910993 4.2 4.7 -9.7
C 0.931697 -2.272382 -0.158376 6.1 1.2 -6.1
S 2.761275 -2.496323 -0.558235 -3.1 16.0 -8.4
O 3.193015 -3.625528 -0.016754 3.5 -8.5 3.6
O 2.992858 -1.909427 -2.060525 -1.1 -3.4 6.0
N 3.457330 -1.091105 0.378743 -4.1 2.9 -15.4
C 2.960684 0.321128 0.195368 2.8 -1.9 -2.3
C 1.999713 0.794973 1.246555 -1.3 6.2 -14.8
C 1.398838 2.173597 0.344466 7.0 -9.6 7.4
C 0.156376 2.014911 0.172153 -7.6 -7.0 -0.7
C -0.520547 2.956565 -0.300034 -4.2 10.9 -3.7
C 0.227348 4.481379 -0.413278 0.0 -11.5 3.2
C 1.434628 4.306649 0.135827 2.9 5.3 -2.3
C 2.148566 3.154203 0.576837 -0.2 6.9 -2.0
C 0.545951 -2.916195 0.817949 -3.7 -3.3 10.6
C -0.752288 -2.622619 1.318906 -1.6 0.5 0.6
C -1.471628 -1.775796 0.472996 -2.9 -1.7 0.6
H -4.763394 -1.535818 1.530645 -2.3 1.6 -1.6
H -3.684611 -1.389955 2.828867 0.7 -1.4 -2.8
H -4.056443 -3.006354 1.754724 1.2 1.5 0.2
H -3.131034 0.280513 -2.830822 -10.7 2.9 -2.4
H -1.859101 -0.513493 -3.330344 0.4 -1.4 -1.8
H -1.445089 0.866396 -2.618148 -0.7 1.3 0.3
H 0.515990 -1.110246 -1.866781 0.3 -1.1 1.2
H 3.617451 -1.401474 1.126973 3.0 -5.2 14.4
H 2.644575 0.359456 -0.907941 0.4 0.1 1.7
H 3.965069 0.887165 0.305687 -1.7 -0.4 -0.5
H 1.347837 0.180141 1.286084 -8.5 -7.5 1.5
H 2.610695 0.940150 1.843348 8.6 3.2 11.6
H -0.527476 1.009181 0.258062 2.5 2.0 0.1
H -1.589453 2.989459 -0.624913 1.0 -0.5 0.5
H -0.247238 5.257276 -0.735839 -2.5 4.6 -2.0
H 2.048703 5.235665 -0.158817 -0.3 -1.0 1.4
H 3.156445 3.330210 0.776610 1.4 -0.6 0.8
H 1.193149 -3.254620 1.596562 0.7 -1.2 -0.1
H -1.297278 -2.892584 2.355286 1.8 0.3 -2.7
```
Positions in Å, forces in eV/Å.

Computed properties:
SMILES string: Cn1c(=O)n(C)c2cc(S(=O)(=O)NCCc3ccccc3)ccc21
E_LUMO in eV: 0.45
Relative energy (zero: lowest compared OMol25 entry of this formula, charge and spin) in kJ/mol: 1763.6
E in eV: -39368.511

=====

Entry 5:
DFT (ωB97M-V with the def2-TZVPD basis set) results for a 2-piece molecular cluster, C17H19NO overall at a distorted geometry.

Structure (XYZ):
```
38
Properties=species:S:1:pos:R:3:forces:R:3
C 1.741114 1.221991 0.146493 -0.3 -0.7 -0.7
C 3.042991 1.867469 0.589798 0.1 0.1 0.6
C 0.912732 0.625372 1.250833 0.5 0.2 1.4
C -0.436471 0.853840 1.389388 -0.7 -0.5 -0.7
C 1.507296 -0.166103 2.258212 -0.3 -0.2 -0.8
C -1.227090 0.255966 2.375975 0.7 1.0 0.5
C 0.785948 -0.629840 3.336575 -0.4 0.0 0.1
C -0.579238 -0.340928 3.437004 0.0 -0.6 -0.4
O -1.213959 -0.848033 4.543039 -0.2 -0.2 0.5
H 1.119753 1.909633 -0.431841 0.0 0.2 0.2
H 1.937078 0.419903 -0.576262 0.2 0.0 0.0
H 2.820960 2.715560 1.242937 0.1 0.2 -0.2
H -0.961780 1.359283 0.595782 -0.1 0.2 -0.2
H 2.495963 -0.552268 2.075820 0.4 0.2 0.3
H -2.301016 0.380216 2.329040 0.0 -0.1 0.1
H 1.192410 -1.306835 4.077693 0.2 0.1 0.0
H -2.167304 -0.704671 4.527908 0.2 0.1 -0.4
H 3.681600 2.179963 -0.239609 -0.2 0.1 0.0
H 3.648840 1.203360 1.214803 -0.1 -0.1 -0.2
C 0.664931 0.671007 -3.767577 0.0 -0.3 0.8
C 0.288804 -0.306227 -2.683062 0.2 -0.1 -0.5
C 1.056720 -1.401611 -2.332385 0.2 0.4 0.2
C -0.889082 -0.315231 -1.909396 0.1 -0.6 0.1
C -0.830429 -1.492202 -1.100136 -0.4 1.2 0.3
C -2.064475 0.484442 -1.852604 -0.9 0.8 -0.1
C -1.858585 -1.811716 -0.222589 0.1 -0.6 0.6
C -3.070273 0.184998 -0.919610 0.6 -0.7 0.4
C -2.927648 -0.886145 -0.035806 -0.5 0.2 -1.1
N 0.375668 -2.098171 -1.317144 0.0 -0.3 -0.6
H 1.137002 0.157879 -4.603465 -0.2 0.0 -0.3
H 1.433133 1.351858 -3.384877 -0.2 0.3 -0.1
H 1.958052 -1.750945 -2.801948 0.1 -0.2 0.1
H 0.832888 -2.657925 -0.623918 -0.1 -0.1 0.0
H -2.234672 1.353341 -2.483522 0.3 -0.1 -0.2
H -1.900620 -2.800981 0.223451 0.1 0.1 0.3
H -4.000656 0.740530 -0.901449 0.1 0.3 0.1
H -3.742050 -1.085978 0.645174 0.0 -0.2 0.2
H -0.228535 1.219198 -4.072724 0.2 0.1 -0.2
```
Positions in Å, forces in eV/Å.

Computed properties:
Spin multiplicity: 2
E_LUMO (alpha / beta) in eV: 3.11 / 3.08
Charge: -1
Relative energy (zero: lowest compared OMol25 entry of this formula, charge and spin) in kJ/mol: 0.0
E in eV: -21474.051

=====

Entry 6:
DFT (ωB97M-V with the def2-TZVPD basis set) results for a single C17H19NO5S molecule.

Structure (XYZ):
```
43
Properties=species:S:1:pos:R:3:forces:R:3
C -2.968077 -1.977848 2.376403 0.1 0.3 -0.2
C -2.932378 -0.660095 1.615895 -0.4 -0.2 0.0
O -1.569620 -0.328001 1.434723 0.1 0.4 0.1
C -1.227088 0.890092 0.945741 0.1 0.2 0.1
C -2.115522 1.882951 0.566231 -0.1 -0.2 0.0
C -1.643184 3.111626 0.127515 0.0 0.0 0.0
C -0.285857 3.348816 0.063206 0.0 0.1 0.0
C 0.612983 2.350614 0.407259 0.0 -0.2 0.1
C 0.160997 1.112754 0.838333 -0.8 0.5 0.0
N 1.000527 0.050146 1.192858 0.0 -0.8 -0.5
C 2.385108 0.284687 1.523029 0.4 -0.4 0.0
C 3.287511 0.257798 0.289865 0.1 0.6 0.1
O 3.016959 0.786682 -0.759562 0.1 0.0 0.0
O 4.443975 -0.332808 0.556435 0.1 -0.1 0.4
C 5.326909 -0.506435 -0.545697 0.1 0.1 -0.3
S 0.798414 -1.446642 0.389494 0.0 -0.5 -0.1
O 0.192429 -2.418958 1.245710 -0.2 0.1 -0.1
O 2.111883 -1.787250 -0.095487 0.0 0.0 -0.1
C -0.253245 -1.097094 -1.017456 0.3 0.0 0.4
C 0.152273 -0.135277 -1.922336 0.1 0.1 -0.2
C -0.663635 0.148568 -3.005726 0.0 0.0 0.0
C -1.856653 -0.536667 -3.174634 0.0 0.0 0.0
C -2.234741 -1.519704 -2.273415 0.0 -0.1 0.0
C -1.426795 -1.804348 -1.184507 0.0 -0.1 0.1
H -2.233255 -2.653404 1.947360 0.0 -0.1 0.0
H -3.959152 -2.419640 2.324911 -0.1 0.0 0.0
H -2.700703 -1.816186 3.416536 0.0 0.0 0.1
H -3.421177 -0.759699 0.635179 0.1 0.1 0.1
H -3.446179 0.126824 2.184607 0.1 0.0 -0.1
H -3.179064 1.712243 0.618565 -0.1 -0.1 0.0
H -2.346745 3.878401 -0.158458 -0.1 0.1 0.0
H 0.085156 4.305460 -0.270425 0.0 0.1 0.0
H 1.670534 2.532139 0.309205 0.1 0.0 0.0
H 2.710237 -0.508053 2.200194 0.1 0.2 0.0
H 2.475036 1.250506 2.026437 0.0 -0.1 0.0
H 4.900541 -1.235699 -1.236324 0.0 0.0 0.0
H 5.474572 0.441270 -1.067937 0.0 -0.1 0.0
H 6.263407 -0.870683 -0.131561 -0.1 0.0 0.0
H 1.093684 0.371672 -1.778882 0.1 0.1 0.0
H -0.366772 0.904096 -3.716656 0.0 0.1 -0.1
H -2.491883 -0.309652 -4.018100 -0.1 0.0 -0.1
H -3.156515 -2.063345 -2.418170 -0.1 -0.1 0.0
H -1.684910 -2.559857 -0.460346 -0.1 -0.1 0.1
```
Positions in Å, forces in eV/Å.

Computed properties:
SMILES string: CCOc1ccccc1N(CC(=O)OC)S(=O)(=O)c1ccccc1
E_LUMO in eV: 0.73
Relative energy (zero: lowest compared OMol25 entry of this formula, charge and spin) in kJ/mol: 182.5
E in eV: -40499.302

=====

> The highest relative energy (zero: lowest compared OMol25 entry of this formula, charge and spin) belongs to which entry?

number 4